{"formula": "C52H47GeOOsP2S", "method": "ωB97M-V/def2-TZVPD", "e_above_lowest_kj_mol": 141.05, "e_tot_ha": -5332.53016, "e_homo_ev": -15.22, "charge": 3, "species": ["Os", "O", "S", "C", "C", "C", "C", "C", "C", "C", "C", "C", "C", "P", "C", "C", "C", "C", "C", "C", "C", "C", "C", "C", "C", "C", "C", "C", "C", "C", "C", "C", "C", "C", "C", "C", "C", "C", "P", "C", "C", "C", "C", "C", "C", "C", "C", "C", "C", "C", "C", "C", "C", "H", "H", "H", "H", "H", "H", "H", "H", "H", "H", "H", "H", "H", "H", "H", "H", "H", "H", "H", "H", "H", "H", "H", "H", "H", "H", "H", "H", "H", "H", "H", "H", "H", "H", "H", "H", "C", "Ge", "C", "C", "C", "H", "H", "H", "H", "H", "H", "H", "H", "H", "H", "H"], "positions_angstrom": [[-0.0537, -0.5373, -0.1224], [0.0646, 1.6953, -0.7561], [-0.1886, 1.4800, 0.7241], [-1.6429, 2.4370, 1.0168], [-1.4744, 3.6611, 1.6454], [-2.4401, 4.6733, 1.6127], [-3.5664, 4.4675, 0.8605], [-4.7349, 5.3651, 0.5680], [-5.6192, 4.5623, -0.4185], [-4.8883, 3.2628, -0.6224], [-5.1674, 2.1928, -1.4254], [-4.2980, 1.0904, -1.3795], [-3.1594, 1.0509, -0.5973], [-2.4077, -0.5501, -0.2874], [-3.3020, -1.0864, 1.1894], [-2.7174, -1.0182, 2.4534], [-3.4672, -1.3044, 3.5864], [-4.8007, -1.6649, 3.4618], [-5.3935, -1.7211, 2.2056], [-4.6545, -1.4171, 1.0745], [-2.7405, -1.6589, -1.6667], [-3.2116, -2.9577, -1.4845], [-3.3400, -3.8021, -2.5783], [-2.9934, -3.3566, -3.8485], [-2.5085, -2.0664, -4.0289], [-2.3730, -1.2182, -2.9416], [-2.8063, 2.1796, 0.2075], [-3.7165, 3.2458, 0.1663], [1.0974, 1.9763, 1.7806], [0.8198, 2.3395, 3.0888], [1.7982, 2.8887, 3.9259], [3.0449, 3.1162, 3.3949], [4.2623, 3.7769, 3.9800], [5.3588, 3.6348, 2.8936], [4.6847, 2.9147, 1.7565], [5.1580, 2.4627, 0.5552], [4.2988, 1.6849, -0.2381], [2.9709, 1.4270, 0.0686], [2.2017, 0.0821, -0.8812], [3.5011, -1.1848, -0.8487], [3.8970, -1.6854, 0.3938], [4.9360, -2.5974, 0.4780], [5.5838, -3.0226, -0.6788], [5.1963, -2.5255, -1.9138], [4.1585, -1.6033, -2.0030], [1.9863, 0.5460, -2.6044], [1.3431, -0.3716, -3.4392], [1.1607, -0.0806, -4.7807], [1.6099, 1.1321, -5.2911], [2.2363, 2.0501, -4.4608], [2.4264, 1.7610, -3.1158], [2.4278, 2.0005, 1.2540], [3.3378, 2.6649, 2.0906], [-0.5505, 3.8891, 2.1529], [-2.2533, 5.6030, 2.1324], [-4.3941, 6.3086, 0.1398], [-5.2640, 5.6160, 1.4883], [-5.7539, 5.0848, -1.3658], [-6.6166, 4.3821, -0.0163], [-6.0392, 2.1664, -2.0655], [-4.5482, 0.2216, -1.9768], [-1.6772, -0.7360, 2.5622], [-3.0110, -1.2447, 4.5657], [-5.3838, -1.8936, 4.3438], [-6.4360, -1.9933, 2.1091], [-5.1375, -1.4357, 0.1041], [-3.4984, -3.3070, -0.4995], [-3.7316, -4.8017, -2.4428], [-3.1102, -4.0129, -4.7007], [-2.2478, -1.7174, -5.0193], [-1.9969, -0.2106, -3.0873], [-0.1889, 2.2344, 3.4691], [1.5451, 3.1648, 4.9404], [4.5475, 3.3079, 4.9224], [4.0469, 4.8219, 4.2090], [6.2134, 3.0620, 3.2551], [5.7458, 4.6015, 2.5705], [6.1795, 2.6276, 0.2400], [4.7229, 1.2216, -1.1228], [3.4120, -1.3311, 1.2992], [5.2629, -2.9641, 1.4431], [6.4021, -3.7274, -0.6118], [5.7100, -2.8420, -2.8117], [3.8766, -1.2092, -2.9703], [0.9960, -1.3249, -3.0484], [0.6761, -0.7973, -5.4307], [1.4704, 1.3605, -6.3394], [2.5795, 2.9951, -4.8596], [2.9044, 2.4888, -2.4735], [1.9756, -4.4556, -1.0970], [1.0877, -4.5371, 0.5992], [-0.5244, -5.5886, 0.6726], [1.9899, -4.2523, 2.2678], [-0.3058, -2.1433, 0.7881], [2.3282, -5.4786, -1.2757], [2.8287, -3.7824, -1.1003], [1.2762, -4.2090, -1.8958], [-0.2027, -6.6208, 0.8495], [-1.0704, -5.5593, -0.2690], [-1.1702, -5.2971, 1.4995], [2.3676, -5.2413, 2.5538], [1.3014, -3.9265, 3.0457], [2.8266, -3.5697, 2.1765], [-0.3478, -2.3397, 1.8591], [-0.7076, -2.9996, 0.2015]], "forces_ev_per_angstrom": [[-0.24, -0.12, 0.20], [0.04, 0.23, 0.22], [-0.08, -0.02, -0.33], [0.08, -0.07, 0.07], [0.01, 0.09, 0.06], [-0.07, 0.00, -0.01], [0.02, -0.06, -0.02], [0.02, -0.02, -0.02], [0.01, 0.01, 0.02], [0.02, 0.01, 0.01], [-0.03, -0.02, -0.02], [-0.05, 0.02, -0.04], [0.17, 0.06, 0.17], [-0.07, -0.01, -0.10], [0.00, -0.02, 0.02], [0.00, -0.04, 0.00], [-0.01, 0.00, -0.02], [0.01, 0.01, 0.00], [0.01, 0.00, 0.00], [-0.03, 0.01, -0.02], [0.07, 0.09, 0.01], [-0.01, -0.04, 0.05], [0.00, 0.01, -0.04], [0.00, 0.01, 0.03], [-0.01, -0.02, -0.01], [0.00, -0.01, -0.03], [0.01, -0.10, -0.12], [-0.05, 0.10, 0.02], [0.00, 0.01, -0.11], [-0.01, 0.00, 0.04], [-0.03, 0.00, 0.04], [0.05, 0.00, -0.06], [-0.02, 0.00, -0.01], [0.00, -0.02, 0.00], [-0.06, 0.01, 0.07], [0.03, -0.01, -0.03], [0.05, -0.01, -0.05], [-0.05, -0.06, 0.01], [0.03, -0.03, 0.07], [-0.03, -0.06, -0.03], [0.01, 0.00, 0.01], [-0.01, 0.01, 0.01], [0.01, 0.00, -0.01], [-0.01, 0.00, 0.01], [-0.03, -0.01, 0.02], [-0.02, -0.03, -0.04], [0.01, 0.03, -0.04], [0.00, -0.01, 0.02], [0.01, 0.01, 0.01], [0.00, -0.02, 0.00], [-0.03, 0.04, -0.03], [-0.03, -0.05, -0.05], [0.04, 0.05, 0.07], [-0.05, 0.00, -0.06], [-0.01, -0.01, 0.01], [0.00, 0.00, 0.01], [0.00, -0.01, 0.00], [0.01, 0.00, 0.00], [-0.01, 0.00, 0.00], [0.01, 0.00, 0.00], [0.00, 0.00, 0.00], [-0.02, 0.04, 0.00], [0.00, 0.00, 0.00], [0.00, 0.00, -0.01], [0.01, 0.00, 0.00], [0.01, -0.01, 0.01], [0.00, 0.02, 0.00], [0.00, 0.00, 0.00], [0.00, 0.00, 0.00], [0.00, -0.01, 0.00], [0.00, 0.00, 0.01], [0.03, -0.03, 0.01], [0.00, 0.00, 0.00], [0.00, -0.01, 0.00], [0.00, 0.00, 0.00], [0.01, 0.01, 0.00], [-0.01, 0.00, 0.00], [0.00, 0.00, -0.01], [0.00, 0.01, 0.01], [0.00, 0.00, 0.00], [0.00, 0.00, 0.00], [0.00, 0.00, 0.00], [0.00, 0.00, 0.00], [0.00, 0.01, 0.00], [0.00, -0.01, 0.01], [0.00, 0.00, 0.00], [0.00, 0.00, 0.01], [0.00, 0.00, 0.00], [0.00, 0.00, 0.01], [-0.02, 0.06, 0.02], [-0.03, -0.32, 0.00], [0.05, 0.02, 0.00], [-0.06, 0.02, -0.02], [0.13, 0.07, 0.08], [0.00, 0.01, -0.01], [-0.02, 0.00, 0.01], [0.00, 0.00, 0.02], [-0.02, 0.00, -0.01], [0.01, 0.01, 0.00], [0.02, 0.02, 0.00], [0.01, 0.02, 0.00], [-0.01, -0.02, -0.01], [0.03, 0.04, -0.02], [0.06, 0.06, 0.01], [0.11, 0.04, -0.09]], "lowdin_charge": [0.87, -0.48, 0.86, -0.26, -0.03, 0.03, -0.11, -0.07, -0.07, -0.12, 0.03, -0.04, -0.27, 0.97, -0.34, -0.11, -0.05, -0.04, -0.04, -0.08, -0.37, -0.09, -0.05, -0.04, -0.05, -0.10, -0.12, -0.06, -0.31, -0.06, 0.02, -0.11, -0.07, -0.07, -0.12, 0.03, -0.05, -0.27, 0.99, -0.38, -0.12, -0.07, -0.05, -0.05, -0.07, -0.39, -0.13, -0.06, -0.04, -0.04, -0.06, -0.13, -0.07, 0.11, 0.14, 0.14, 0.14, 0.14, 0.14, 0.13, 0.11, 0.07, 0.12, 0.12, 0.12, 0.12, 0.11, 0.12, 0.12, 0.12, 0.12, 0.13, 0.14, 0.14, 0.14, 0.14, 0.14, 0.13, 0.12, 0.11, 0.12, 0.12, 0.12, 0.11, 0.09, 0.11, 0.12, 0.12, 0.11, -0.17, 1.05, -0.20, -0.18, -0.31, 0.06, 0.00, 0.04, 0.06, 0.04, 0.05, 0.06, 0.04, 0.01, 0.00, -0.02]}